[1]
Here is a molecular structure, C33H29BrCaCl5N3O6SSi from the Open Molecules 2025 dataset. Energies are from the ωB97M-V functional and the def2-TZVPD basis.

Calculated values
HOMO energy (alpha / beta) in eV: -1.0 / -0.5
Total charge: -2
Orbital gap (alpha / beta) in eV: 4.56 / 4.04

Each line ends with the Mulliken charge.
Atoms and positions in Å:
Ca: 0.3953 0.0737 1.1395  0.614
O: 0.6848 0.8781 -6.1276  -0.506
C: 0.7023 -0.3859 -5.4774  -0.702
C: 0.6278 -0.2478 -3.9799  0.129
C: 0.5948 -1.3959 -3.1882  -1.234
C: 0.5313 -1.2498 -1.8150  -0.346
N: 0.4996 -0.0570 -1.1887  0.884
C: 0.5308 1.0733 -1.9436  0.768
C: 0.5964 0.9990 -3.3376  -0.115
C: 0.4921 2.3426 -1.1755  -0.736
C: 0.5031 3.6139 -1.7544  0.494
C: 0.4649 4.7574 -0.9416  -0.339
C: 0.4958 6.1263 -1.5604  -0.647
O: 1.7706 6.3833 -2.1326  -0.556
C: 0.4239 4.5927 0.4406  -1.987
C: 0.4136 3.3064 0.9448  -1.081
N: 0.4468 2.1990 0.1759  1.780
H: 0.7394 0.7001 -7.0816  0.303
H: 1.6301 -0.8980 -5.7531  0.307
H: -0.1554 -0.9639 -5.8371  0.294
H: 0.6181 -2.3883 -3.6255  0.499
H: 0.5036 -2.1138 -1.1577  0.035
H: 0.6241 1.8980 -3.9432  0.604
H: 0.5437 3.7430 -2.8310  0.267
H: 0.2943 6.9025 -0.8150  0.335
H: -0.2668 6.2120 -2.3414  0.310
H: 2.4196 5.8171 -1.6801  0.359
H: 0.3999 5.4406 1.1168  0.337
H: 0.3791 3.1208 2.0145  0.618
Cl: 2.1642 -1.3318 2.6288  -0.175
C: 3.2416 -0.4226 1.4834  0.409
C: 2.7230 0.4669 0.4916  -0.185
C: 3.5637 1.1526 -0.3745  0.059
Cl: 2.8026 2.1922 -1.5208  -0.382
C: 4.9494 0.9800 -0.2872  0.364
Cl: 5.9919 1.8446 -1.3779  -0.275
C: 5.4854 0.1066 0.6843  0.119
Cl: 7.2133 -0.1068 0.7909  -0.264
C: 4.6346 -0.5949 1.5696  0.270
Cl: 5.3088 -1.6685 2.7627  -0.260
C: -0.1528 -5.7721 0.4257  -0.897
Si: -1.1685 -5.4888 1.9701  0.085
C: -0.4264 -6.5283 3.3327  -1.020
C: -2.9033 -6.0873 1.6230  -1.052
C: -1.2710 -3.7211 2.5745  0.776
C: -2.0769 -3.4738 3.8058  -0.220
C: -2.1976 -2.2302 4.3013  -1.271
C: -1.5262 -1.1035 3.6194  -0.366
N: -0.8553 -1.2750 2.6031  0.105
C: -0.6782 -2.6378 1.9951  -0.305
S: 0.3971 -2.6030 0.4464  -0.343
H: -0.1717 -6.8524 0.1744  0.314
H: 0.8977 -5.4642 0.6031  0.253
H: -0.5850 -5.2002 -0.4204  0.232
H: -0.4011 -7.5907 3.0145  0.278
H: -1.0414 -6.4337 4.2510  0.288
H: 0.6057 -6.1798 3.5413  0.301
H: -2.8712 -7.1508 1.3094  0.281
H: -3.3485 -5.4756 0.8116  0.301
H: -3.5210 -5.9921 2.5392  0.300
H: -2.5722 -4.2977 4.3108  0.227
H: -2.7834 -2.0469 5.1972  0.325
H: -1.6026 -0.0964 3.9898  0.656
O: 1.3859 1.5187 2.5695  -0.101
O: 2.6634 1.5423 2.6747  -0.559
Br: -3.7325 3.5815 -3.8734  -0.259
C: -3.2289 3.1392 -2.0849  -0.467
C: -3.9147 3.6987 -1.0058  -0.378
C: -3.5463 3.3752 0.3032  -1.141
C: -2.4818 2.4833 0.5559  0.467
C: -1.8026 1.9295 -0.5441  1.332
C: -2.1738 2.2554 -1.8526  -0.528
C: -2.1142 2.1591 1.9673  0.073
O: -2.7462 2.6758 2.8759  -0.840
O: -1.1094 1.3159 2.3069  -0.489
H: -4.7338 4.3848 -1.1794  0.392
H: -4.0982 3.8261 1.1186  0.464
H: -0.9879 1.2476 -0.4139  -0.220
H: -1.6389 1.8189 -2.6866  0.646
H: -1.4685 -0.3480 0.2550  -0.006

---

[2]
Here is 9 unconnected molecules or ions with the total composition FH16O8 from the Open Molecules 2025 dataset. Energies are from the ωB97M-V functional and the def2-TZVPD basis.

Calculated values
HOMO energy in eV: -6.9
Total charge: -1
Orbital gap in eV: 10.33
Energy relative to the best compared isomer or geometry (same formula, charge and spin) in kJ/mol: 141.59

Each line ends with the Mulliken charge.
Atoms and positions in Å:
F: -0.2140 0.0459 0.1996  -1.063
O: 0.0590 0.0739 -2.5294  -0.642
H: 0.0550 0.2569 -1.6014  0.126
H: -0.8400 -0.1231 -2.7534  0.362
O: -1.4630 2.0229 -1.0654  -0.652
H: -2.3480 2.1679 -0.7684  0.308
H: -1.0570 1.3639 -0.4784  0.419
O: -1.3600 1.3879 2.1116  -0.708
H: -1.5990 2.3199 1.7586  0.324
H: -0.9840 0.8389 1.3996  0.416
O: 2.6400 0.5479 -1.3984  -0.654
H: 2.1470 0.7729 -0.5844  0.384
H: 3.4740 0.0619 -1.2024  0.286
O: 0.8270 -2.6301 -0.3204  -0.661
H: 0.1460 -3.1371 0.1346  0.339
H: 0.6680 -1.6901 -0.2364  0.328
O: 0.0760 -1.4321 2.3466  -0.672
H: 1.0580 -1.3351 2.3746  0.365
H: -0.0520 -1.0591 1.4636  0.246
O: 1.7120 1.3999 1.2126  -0.784
H: 1.4520 2.2089 0.8196  0.321
H: 0.9460 0.8309 0.9626  0.475
O: -2.1070 -1.4971 -0.7834  -0.677
H: -1.3830 -0.9771 -0.3844  0.506
H: -1.8530 -2.4191 -0.6784  0.308

---

[3]
Here is 2 unconnected molecules or ions with the total composition C6H14NO from the Open Molecules 2025 dataset. Energies are from the ωB97M-V functional and the def2-TZVPD basis.

Calculated values
HOMO energy in eV: -13.8
Total charge: +1
Orbital gap in eV: 8.29
Energy relative to the best compared isomer or geometry (same formula, charge and spin) in kJ/mol: 331.85

Each line ends with the Mulliken charge.
Atoms and positions in Å:
C: 1.4829 1.9035 -1.6262  -0.870
C: 1.7906 1.5464 -0.1457  -0.599
C: 0.4388 1.2943 0.6436  -0.878
C: -0.1009 -0.0251 0.3286  -0.090
C: -1.3810 -0.2037 -0.1211  -0.245
N: -1.8115 -1.4205 -0.8432  0.015
C: -3.0849 -1.7901 -1.0064  -0.153
H: 0.3301 1.7451 -1.9067  0.205
H: 2.1516 1.2306 -2.1562  0.247
H: 1.8519 2.8598 -1.9494  0.333
H: 2.2257 2.4625 0.3266  0.297
H: 2.3243 0.7074 0.0192  0.548
H: -0.3890 2.0376 0.5392  0.377
H: 0.5002 1.2740 1.7610  0.378
H: 0.6896 -0.7529 0.5170  0.182
H: -2.0601 0.6618 -0.1542  0.374
H: -1.0836 -1.7656 -1.3149  0.259
H: -3.9652 -1.4355 -0.3149  0.277
H: -3.3336 -2.4036 -1.7166  0.336
H: 0.7601 -2.8233 3.7106  0.309
H: 1.8233 -2.6006 2.5785  0.332
O: 0.8406 -2.5020 2.8311  -0.635

---

[4]
Here is a gas-phase ion, C2H5F3OP (charge +1) from the Open Molecules 2025 dataset. Energies are from the ωB97M-V functional and the def2-TZVPD basis.

Calculated values
HOMO energy in eV: -16.3
Total charge: +1
Orbital gap in eV: 10.52
Energy relative to the best compared isomer or geometry (same formula, charge and spin) in kJ/mol: 62.30

Each line ends with the Mulliken charge.
Atoms and positions in Å:
C: 1.8247 0.5534 -0.7394  -0.592
C: 0.0925 -0.8623 0.2817  -0.304
O: 0.5365 -0.2355 -0.7414  -0.229
F: -2.0089 1.1820 -0.2897  -0.147
F: -2.8591 -0.9392 0.1347  -0.181
F: -2.6554 0.8459 1.7459  -0.158
P: -1.8246 0.0803 0.7180  0.932
H: 2.0410 0.8322 0.2400  0.356
H: 1.8004 1.3131 -1.5405  0.262
H: 2.6641 -0.1118 -1.0904  0.300
H: 0.7232 -0.7846 1.2305  0.384
H: -0.3343 -1.8736 0.0506  0.378